Molecular formula: C10H11ClNO3
Method: DFT, ωB97M-V/def2-TZVPD

```
! RIJCOSX wB97M-V def2-TZVPD def2/J DEFGRID3
* xyz -1 1
C 1.63 -1.08 -0.95
C 0.67 0.19 -1.00
C 1.47 1.52 -0.78
C 0.13 0.17 -2.44
C -0.33 0.13 0.01
C -1.59 0.64 -0.04
Cl -2.07 1.88 -1.24
C -2.64 0.51 0.88
C -2.52 -0.31 1.94
C -1.28 -0.95 2.37
O -1.29 -1.65 3.42
C -0.22 -0.78 1.45
N 1.08 -0.92 1.94
O 1.90 0.04 1.74
O 1.38 -1.92 2.57
H 2.18 -0.82 -0.05
H 1.19 -2.00 -0.79
H 2.22 -1.21 -1.78
H 0.80 2.27 -1.01
H 1.67 1.66 0.25
H 2.42 1.63 -1.24
H -0.43 0.93 -2.80
H 1.05 0.10 -3.09
H -0.49 -0.76 -2.54
H -3.47 1.07 0.60
H -3.45 -0.34 2.57
*
```

Values from the calculation:
**Energy relative to the best compared isomer or geometry (same formula, charge and spin)**: 0.0 kcal per mole
**E**: -1128.2012 hartree
**Highest occupied orbital energy**: -4.133 eV
**Structure (SMILES)**: CC(C)(C)C1=C(Cl)C=CC(=O)C1=[N+]([O-])[O-]